{"formula": "C21H46N4O16", "method": "wB97M-V/def2-TZVPD", "symbols": ["H", "H", "H", "H", "H", "H", "C", "O", "H", "C", "O", "O", "O", "H", "C", "H", "O", "C", "H", "H", "O", "C", "C", "C", "C", "C", "H", "H", "O", "H", "N", "H", "C", "O", "H", "H", "O", "O", "C", "O", "H", "H", "C", "C", "H", "H", "H", "H", "N", "H", "H", "H", "H", "C", "C", "H", "H", "H", "H", "C", "H", "H", "N", "N", "H", "C", "H", "O", "H", "H", "H", "O", "H", "C", "H", "C", "H", "H", "O", "H", "H", "O", "C", "O", "H", "H", "C"], "xyz": [[5.0157, -10.3504, 1.8859], [-1.8726, 6.8481, -0.5590], [-6.0900, -2.0026, 7.1345], [-0.0643, 6.4693, -0.8552], [11.3960, 1.3429, -5.9051], [0.7816, -2.8298, 3.5578], [5.9427, -9.2922, -0.4026], [0.0722, 9.6518, -0.8344], [5.1565, -8.9107, 2.8700], [-0.8591, 6.7595, -0.1680], [-0.0798, -1.1090, 2.9409], [-6.6325, -1.2413, -6.0598], [-1.4845, -2.8467, 3.0947], [1.5459, -2.0400, 2.1498], [0.0986, 9.0432, 0.2503], [-3.9184, -2.7686, -5.2699], [-2.1178, -0.7792, 2.5149], [-3.4668, -1.1414, 2.1636], [-10.7091, 3.0616, 0.3443], [10.3465, -1.4075, -0.9810], [-5.0399, 0.8367, 7.6938], [10.7614, 0.6576, -5.3431], [-5.4861, -1.2903, -5.6767], [1.0834, -1.8768, 3.1232], [-2.3485, 1.4606, 8.1954], [3.0887, 0.6033, -3.8106], [-1.8478, 1.3551, 7.2329], [9.8025, 0.5373, -5.8472], [5.6855, -7.3844, 1.1200], [-5.0868, -3.1410, -6.5955], [5.1355, -9.3503, 1.9610], [5.6156, -10.3319, -0.3954], [9.6350, -1.4735, -1.8041], [10.5765, 1.2719, -4.0696], [1.2506, -3.0789, -3.7674], [-3.8376, -1.8785, -6.7367], [0.9208, 9.3957, 1.3192], [1.0584, -0.5441, -4.0801], [-5.9638, -1.8594, 8.2076], [-0.5268, 7.8980, 0.5788], [-5.6254, 0.4711, -4.8716], [0.6551, 11.4098, 1.6162], [-4.5457, -2.3595, -6.0620], [-11.2173, 3.5033, -0.5129], [-6.8495, -1.3360, 8.5678], [2.4408, -3.7971, -2.7079], [-3.3510, -2.0173, 1.5253], [5.6071, -8.8202, -1.3260], [-4.9076, -0.1837, -5.1476], [-5.8930, -2.8139, 8.7291], [-2.9334, 2.3595, 8.0006], [-3.9222, 0.0339, -5.1882], [1.0978, -2.8388, -2.0438], [10.2589, 0.6026, -2.8546], [1.8225, -2.9115, -2.8547], [9.6653, -2.5111, -2.1366], [1.9223, -1.5123, 3.7159], [-10.8780, 1.0836, -1.3864], [2.4880, 1.4201, -4.2109], [1.4534, 10.6914, 1.4296], [-4.0748, -1.1271, 3.0682], [-12.2400, 3.1274, -0.5423], [2.6312, -1.7239, -2.9200], [-10.3878, 1.7963, -1.9078], [3.5915, -2.0235, -2.8300], [-1.2912, -1.6510, 2.9678], [11.2621, -0.3094, -5.2957], [-9.3656, 3.6492, -2.0707], [-0.7876, 5.9083, 0.5091], [3.9059, 0.4712, -4.5197], [-9.9736, 1.6487, -2.8171], [-4.7560, -1.3345, 8.6223], [7.0269, -9.3177, -0.2933], [5.5232, -8.5930, 0.9529], [-1.6035, 1.7589, 8.9330], [2.1994, -0.6176, -3.5611], [1.8604, 11.2037, 0.5578], [8.6847, -1.2332, -1.3272], [-2.9974, 0.2372, 8.5226], [3.2620, 1.0871, -2.8494], [-11.1684, 4.5672, -0.2809], [10.1718, -0.7239, -2.9781], [-10.2531, 3.0287, -1.5236], [9.9968, 1.1438, -1.7658], [-3.9451, -0.3923, 1.5327], [2.2425, 10.7306, 2.1806], [-4.3399, -0.0490, 8.1770]], "forces_ev_per_a": [[0.0885, 0.3067, 0.0633], [0.3197, -0.0954, -0.3901], [0.4139, 0.0651, -0.0657], [-0.3229, 0.6679, -0.7717], [-0.1445, 0.0037, 0.0709], [0.2088, -0.1461, -0.1686], [-0.4839, -0.1987, 1.8399], [-0.2616, -1.7302, 3.2025], [-0.2187, -0.1642, -0.1033], [0.4558, -0.6884, -0.3745], [0.7356, 2.2013, 0.8246], [-1.0260, -0.6169, 0.5850], [-0.3993, 0.7376, 0.7470], [-0.2778, -0.2116, -0.2078], [1.4196, 0.9392, -2.3698], [-0.3138, -0.0097, 0.2152], [-1.6403, 2.7308, -0.3233], [0.4420, -0.0180, -0.1449], [-0.4817, -0.1438, 0.8214], [0.2304, 0.2403, -0.1861], [0.9580, -2.7348, 0.6224], [0.0392, -0.5032, 0.1101], [0.6935, 0.9563, -1.3567], [0.2297, -1.9620, -0.3155], [0.0399, 0.8687, -1.3765], [-0.7550, 0.4588, 0.8488], [0.2907, -0.4323, 0.0369], [-0.0135, 0.0256, 0.0365], [-0.1385, -0.7964, -0.4327], [0.1857, 0.0257, 0.1217], [-0.4829, -1.5555, 1.1446], [-0.0918, -0.0490, -0.1191], [1.6439, -0.3504, -0.0316], [-0.4439, -0.5771, 3.2548], [0.0157, 0.2009, -0.1056], [0.0410, -0.1294, -0.2993], [-1.2818, -1.2505, -1.1210], [1.5727, -0.7994, 1.6205], [-1.3542, -0.9440, 0.1488], [0.8481, 1.7084, 1.6444], [0.6531, 0.5557, -0.1089], [-0.2119, -0.1490, 0.8716], [0.6154, -0.8847, -0.3283], [0.6129, 0.4499, 1.7556], [0.1763, 0.3403, 0.1400], [0.1174, 0.2101, 0.1808], [-0.7442, -0.4896, 0.7109], [0.1264, 0.3028, 0.4249], [-0.4647, 0.2306, 0.8974], [-0.6515, -0.2634, -0.4141], [-0.9510, -0.4042, 0.5068], [-0.3723, -0.1201, 0.2912], [0.0019, -0.1103, 0.0588], [-1.0621, 1.1669, 1.2037], [-1.1903, -0.4755, -0.0907], [-0.2655, 0.2085, -0.1603], [-0.8071, 1.0679, 0.4593], [-0.0935, 0.1671, -0.5045], [-0.5063, -0.6115, -0.5998], [-0.3302, 1.8617, -0.5791], [0.0336, -0.9992, -0.0866], [0.2418, -0.0130, -0.3386], [0.7422, -0.7857, 0.1640], [-0.8878, -3.6504, -0.8477], [0.2112, 1.3303, -0.0618], [1.4150, -3.4025, -1.4877], [-0.0478, 0.0119, 0.2119], [0.3654, 1.8137, 0.1783], [-0.5297, 0.2441, 0.4735], [0.3481, -0.2227, 0.6724], [0.1548, -0.7541, 0.3967], [3.6157, 4.0020, -0.7917], [0.0715, 0.1399, -0.4872], [1.1288, 2.0235, -2.3392], [-0.2140, -0.7141, 0.2970], [-1.8883, 1.2422, -2.8823], [0.3363, -1.0913, -0.7607], [-0.2059, 0.6842, -1.0441], [-2.1525, -2.0476, 0.3244], [1.3086, -0.4408, 0.2021], [-0.0680, -0.0352, -0.5619], [-0.8819, -0.4215, 0.2133], [0.1675, 2.1577, -0.9077], [1.1494, -0.4931, -3.6768], [0.8025, 0.4983, -0.0068], [-0.4426, -0.4175, 0.1746], [-0.1666, 2.2578, 0.5615]], "smiles": "COC(=O)OC.COC(=O)OC.COC(=O)OC.COC(=O)OC.CNC(C)=O.CC(N)=O.CC(N)=O.CC(N)=O", "orbital_gap_ev": 9.831, "max_force_ev_per_a": 5.5, "homo_ha": -0.3518}

---

{"formula": "C3H7O3", "method": "wB97M-V/def2-TZVPD", "symbols": ["H", "C", "O", "H", "H", "O", "O", "C", "H", "H", "C", "H", "H"], "xyz": [[-2.4040, -1.2933, 1.8412], [1.1711, 0.0534, -0.3815], [0.1804, 0.8322, -0.3258], [-1.9076, -0.6852, 0.2384], [3.1171, -0.0537, -1.3395], [-1.3750, 0.4775, 1.8772], [1.5121, -0.8225, 0.4320], [2.1113, 0.2582, -1.6110], [2.0527, 1.2947, -1.9497], [1.6792, -0.3669, -2.3967], [-2.2739, -0.3947, 1.2245], [-0.6169, 0.5945, 1.2565], [-3.2464, 0.1057, 1.1346]], "forces_ev_per_a": [[-0.1039, -0.0857, -0.1499], [0.7044, 0.4641, -0.1122], [-0.0717, -0.2253, 0.1415], [-0.0296, 0.0386, -0.0189], [0.0395, -0.0174, -0.2532], [0.0016, -0.1044, -0.0830], [-0.2090, -0.1012, -0.0348], [-0.8539, -0.0343, 0.3920], [0.1800, -0.0665, 0.0464], [0.3407, -0.0815, -0.1369], [0.1862, 0.2614, 0.5513], [-0.1175, 0.0963, -0.1842], [-0.0669, -0.1442, -0.1581]], "total_charge": -1, "orbital_gap_ev": 8.721, "max_force_ev_per_a": 0.9, "homo_ha": -0.1622}

---

{"formula": "C19H21Cl3FeN4O", "method": "wB97M-V/def2-TZVPD", "symbols": ["C", "C", "H", "C", "N", "H", "H", "H", "H", "H", "C", "H", "C", "C", "C", "H", "C", "C", "Cl", "H", "H", "H", "N", "C", "O", "H", "C", "C", "C", "N", "H", "C", "H", "H", "C", "C", "H", "C", "H", "Cl", "H", "Fe", "C", "N", "Cl", "C", "H", "H", "H"], "xyz": [[-0.0075, -1.1659, 4.0544], [1.4751, -4.3326, 0.5007], [2.6423, 0.0380, -4.3377], [-1.4106, 4.9097, 0.7039], [1.0453, -0.2036, -2.1050], [-0.1718, 1.3313, 3.5128], [1.8193, -5.1475, -0.1195], [0.8425, -3.1297, -1.1733], [1.9179, -5.2669, 2.3731], [-0.4569, -0.3735, 4.6368], [-0.9656, 3.5630, 2.6291], [1.1080, 0.7187, -6.0848], [0.7107, 0.3701, -3.4010], [-3.5991, -1.2925, -1.6867], [0.9330, -3.1875, -0.0931], [2.4619, 1.6400, -3.6080], [0.0541, -1.0692, 2.6815], [1.5299, -4.3921, 1.8665], [-3.1251, -1.1690, 0.0206], [-1.3636, 3.9118, -1.1834], [1.6512, -1.0131, -2.1931], [-1.6418, 5.8780, 0.2802], [0.4966, -2.1450, 0.5871], [-0.8127, 2.4254, 1.8167], [-0.8401, 1.5146, -0.3924], [-4.0330, -2.2681, -1.8689], [-0.4427, 1.2038, 2.4633], [-1.2744, 4.7856, 2.0906], [1.0305, -3.3385, 4.0450], [1.5657, 1.4269, -5.5073], [0.4299, -2.3189, 5.8130], [0.4858, -2.2923, 4.7333], [-4.2811, -0.4865, -1.9288], [1.5225, 0.4827, -1.5256], [0.5470, -2.1792, 1.9466], [-0.9705, 2.5349, 0.4090], [1.4224, -4.2055, 4.5604], [1.9489, 0.8605, -4.1685], [2.3850, 1.7624, -6.0179], [-1.4839, 6.1587, 3.1106], [-0.8504, 3.4661, 3.7021], [-0.7274, -0.4514, -0.2960], [-1.2537, 3.8152, -0.1106], [-0.3651, 0.0354, 1.9230], [-2.1311, -1.1216, -2.6654], [1.0507, -3.3105, 2.6344], [0.9154, 2.2080, -5.4013], [0.1903, -0.3855, -3.9951], [0.0260, 1.2053, -3.2315]], "forces_ev_per_a": [[-0.0591, 0.1134, -0.2350], [0.0437, -0.0365, 0.0440], [0.0401, 0.0661, -0.1428], [0.0095, 0.0557, 0.1298], [-0.0123, -0.0099, 0.2998], [-0.0011, -0.1168, 0.0211], [0.0016, 0.0008, 0.0088], [-0.0099, -0.0401, 0.0017], [0.0187, 0.0011, -0.0182], [0.0125, 0.0286, -0.0058], [-0.0080, 0.0610, 0.0860], [-0.0186, 0.0058, -0.0811], [0.0552, 0.1392, -0.1160], [0.0055, 0.0150, 0.0414], [0.0045, 0.0730, -0.0202], [0.0195, 0.0731, -0.1101], [0.0265, -0.1064, 0.4491], [-0.0323, 0.0264, -0.0782], [-0.2365, -0.1241, 0.2781], [-0.0222, 0.0081, 0.0065], [0.0331, 0.0264, 0.0115], [-0.0033, -0.0009, -0.0002], [-0.5637, 0.2721, -0.7737], [-0.0863, 0.0441, -0.4718], [0.0504, -1.3595, -0.9696], [0.0276, -0.0215, 0.0440], [0.1004, -0.0431, 0.1190], [0.0354, -0.1846, -0.0684], [-0.0576, 0.0369, 0.0967], [-0.0063, -0.0702, 0.0626], [0.0023, -0.0104, -0.0100], [0.0984, -0.1348, 0.0283], [0.0274, 0.0372, 0.0382], [-0.0199, -0.0232, 0.0471], [0.0377, -0.1372, 0.2651], [-0.0912, 0.4886, 0.6582], [-0.0084, 0.0094, 0.0054], [-0.0800, -0.2731, 0.5165], [0.0209, 0.0522, -0.0483], [-0.0125, 0.1021, 0.0307], [0.0254, 0.0198, -0.0072], [0.9714, 1.1613, 1.1350], [0.0220, -0.3202, -0.1230], [-0.2836, 0.0127, -0.8054], [0.0322, -0.0411, -0.1737], [-0.0278, 0.0582, -0.1225], [-0.0119, 0.0811, -0.0484], [-0.0128, 0.0307, -0.0114], [-0.0567, -0.0468, 0.0161]], "s_squared": 6.010, "total_charge": 2, "orbital_gap_ev": [6.374, 6.405], "max_force_ev_per_a": 1.9, "homo_ha": [-0.4519, -0.4531], "spin_multiplicity": 5}

---

{"formula": "C17H18BClN6O2Pd", "method": "wB97M-V/def2-TZVPD", "symbols": ["H", "H", "H", "Cl", "H", "B", "Pd", "C", "N", "H", "C", "N", "H", "C", "H", "H", "H", "C", "N", "C", "C", "H", "C", "C", "O", "H", "H", "H", "O", "N", "H", "H", "H", "N", "H", "C", "C", "C", "C", "H", "C", "C", "C", "N", "C", "C"], "xyz": [[2.5279, 0.2720, -2.1743], [-4.4495, 1.4926, -1.6673], [1.9526, -2.4386, 2.4861], [-0.2939, -7.9520, -0.6488], [0.2033, 5.3969, 1.5483], [-0.3130, 3.5824, -0.6476], [0.2935, 0.4223, 0.3533], [1.4655, 3.3602, -2.5668], [0.6012, 2.1936, 1.2776], [-1.2981, -6.5354, 1.6161], [1.6637, -1.3925, 2.6402], [1.1379, 1.5729, -1.2758], [2.2137, -0.9725, 3.4912], [-1.0901, -4.4295, 1.0859], [0.5826, -1.3319, 2.8029], [0.4316, -5.7193, -2.2696], [-2.5796, -0.3779, -0.8784], [-0.6565, -3.5189, 0.1113], [-1.4144, 1.3101, -0.5044], [-0.9778, -5.8143, 0.8605], [-0.1249, -3.9937, -1.0955], [1.9015, -0.8187, 1.7273], [0.4861, 4.3684, 1.7261], [1.1471, 3.7438, 2.7760], [0.0324, -1.3981, -0.6323], [1.6953, 1.5356, 2.9139], [-3.1181, 3.9130, -1.4036], [0.2164, -3.2931, -1.8583], [-1.2035, -1.4023, 1.2559], [0.7641, 2.8827, -1.5218], [1.5434, 4.1966, 3.6632], [3.0067, 2.4215, -3.8285], [1.2839, 4.3768, -2.9015], [-1.5509, 2.6639, -0.7526], [-1.5145, -4.0664, 2.0287], [-0.4441, -6.2762, -0.3603], [-0.6646, -2.0205, 0.2955], [1.2389, 2.3888, 2.4418], [2.3125, 2.3575, -3.0072], [-0.4999, 4.7060, -0.9829], [-2.5297, 0.6949, -0.9024], [2.0768, 1.2531, -2.1718], [-0.0022, -5.3665, -1.3344], [0.2085, 3.4375, 0.7980], [-2.8024, 2.9017, -1.1975], [-3.4594, 1.6736, -1.3160]], "forces_ev_per_a": [[-0.0135, 0.0897, -0.0284], [-0.3489, -0.0073, -0.1019], [-0.0080, 0.3132, -0.0447], [-0.1749, 1.3518, 0.2817], [0.1495, -0.1073, 0.0825], [0.1579, -1.0028, 0.0924], [-0.3688, 1.9284, -1.7748], [-0.2160, -0.6687, 0.5778], [0.0058, 0.9509, -0.2780], [0.0779, 0.2843, -0.2498], [-0.3381, 0.0648, 0.0514], [0.2367, 0.6422, -0.2255], [-0.1640, -0.0946, -0.3197], [-0.2737, -1.5257, 0.5999], [0.2735, -0.0677, 0.2583], [-0.1581, 0.0135, 0.2682], [-0.2724, -0.0205, 0.1161], [-0.2178, 0.0845, 0.0434], [-0.5747, 0.9120, -0.5203], [-0.6268, 1.5569, 1.2450], [0.5760, -1.7270, -1.2307], [0.3121, -0.0427, -0.0146], [0.3264, -1.0420, -0.2354], [0.2848, -0.2976, 0.1515], [-0.5913, 0.4103, 1.8018], [-0.0030, 0.1500, 0.3858], [-0.0037, -0.1013, -0.0730], [-0.1353, -0.2215, 0.3041], [1.2752, -1.3597, -1.7882], [0.1763, -0.6548, 0.3020], [0.0144, 0.1079, 0.1130], [-0.0171, -0.0941, 0.0533], [0.1462, -0.2955, -0.0008], [-0.3973, -0.8238, 0.5246], [0.2040, -0.1304, -0.4090], [0.2935, -1.4517, -0.2309], [-0.0133, 1.5878, 0.5457], [-0.6955, 0.4104, -0.4199], [0.1085, -0.2915, -0.0251], [-0.0822, -0.0166, 0.0870], [-0.3085, 1.1571, 0.0173], [-0.0423, 0.5520, -0.1806], [0.2166, 1.9009, -0.7205], [-0.1568, -1.0214, 0.6718], [0.4998, -1.2475, 0.1034], [0.8669, -0.1549, 0.1937]], "s_squared": 2.030, "total_charge": 2, "orbital_gap_ev": [6.181, 3.865], "max_force_ev_per_a": 2.6, "homo_ha": [-0.5414, -0.5401], "spin_multiplicity": 3}